1.
57
Properties=species:S:1:pos:R:3 method="wB97M-V/def2-TZVPD" total_energy_ha=-1455.72924 smiles="C=CCNC(=S)NNC(=O)[C@H](CCCC)C[C@@H](O)COCC(C)C" gap_ev=8.492 total_charge=0 de_lowest_ev=1.0606
C 2.8803 2.6070 -1.0051
C 2.8597 3.0792 0.2274
C 1.6380 3.5568 0.9536
N 0.4086 3.2146 0.2927
C -0.4189 4.1172 -0.2476
S -0.2250 5.7509 -0.1335
N -1.4632 3.6379 -1.0030
N -1.8615 2.3040 -0.9425
C -2.4125 1.7779 0.1921
O -2.7598 2.4674 1.1204
C -2.5486 0.2590 0.1710
C -3.9362 -0.1066 0.7140
C -4.3149 -1.5779 0.5511
C -4.5289 -1.9951 -0.9030
C -5.0310 -3.4306 -1.0035
C -1.4134 -0.3100 1.0425
C -0.1703 -0.6802 0.2351
O 0.2551 0.4149 -0.5551
C 0.9815 -1.1035 1.1512
O 2.1006 -1.3254 0.3287
C 3.2760 -1.6205 1.0533
C 4.4261 -1.9125 0.0862
C 4.1108 -3.1418 -0.7618
C 4.7080 -0.7005 -0.7974
H 3.7958 2.2975 -1.4783
H 1.9866 2.5350 -1.6027
H 3.7733 3.1653 0.8004
H 1.6680 4.6506 1.0364
H 1.6316 3.1437 1.9706
H 0.2549 2.2288 0.1011
H -2.2097 4.3093 -1.1447
H -1.4067 1.6867 -1.6041
H -2.4441 -0.1042 -0.8531
H -4.6778 0.5049 0.1952
H -3.9698 0.1700 1.7689
H -3.5520 -2.2188 0.9978
H -5.2431 -1.7494 1.1004
H -5.2548 -1.3239 -1.3670
H -3.5929 -1.9086 -1.4580
H -4.3162 -4.1176 -0.5552
H -5.9805 -3.5399 -0.4845
H -5.1741 -3.7150 -2.0433
H -1.7533 -1.2092 1.5558
H -1.1508 0.4270 1.8049
H -0.4048 -1.5209 -0.4373
H 1.1800 0.2367 -0.7841
H 0.7172 -2.0122 1.7102
H 1.1961 -0.3005 1.8743
H 3.0997 -2.4933 1.6998
H 3.5323 -0.7661 1.6994
H 5.3102 -2.1183 0.6999
H 4.9271 -3.3457 -1.4500
H 3.9640 -4.0160 -0.1316
H 3.2037 -2.9716 -1.3355
H 3.8467 -0.4914 -1.4260
H 5.5661 -0.8921 -1.4366
H 4.9168 0.1771 -0.1900


2.
58
Properties=species:S:1:pos:R:3 method="wB97M-V/def2-TZVPD" total_energy_ha=-1187.05057 gap_ev=5.691 total_charge=+1 de_lowest_ev=5.8659
C 2.4442 -0.1669 -0.0468
C 3.4784 0.9921 -0.5371
N 4.0057 0.8836 -1.7564
C 3.8357 2.1643 0.4908
O 2.8551 3.2417 0.5689
C 1.9702 3.2564 -0.5406
O 2.2646 3.8788 -1.5976
C 0.5309 2.5293 -0.4848
C -0.2919 2.2942 0.8101
C -1.6509 1.5295 0.6891
N -2.1587 1.0340 -0.5873
C -1.4303 1.2701 -1.8341
C -0.0606 2.0235 -1.8274
H 1.8635 0.2243 0.8659
H 3.0782 -1.0699 0.2836
H 1.6885 -0.4316 -0.8747
H 3.5895 0.0147 -2.1357
H 4.9037 2.5051 0.2669
H 3.8633 1.6768 1.5418
H 0.1257 2.6830 1.8003
H -2.2225 1.3442 1.6727
H -3.0550 0.5039 -0.6044
H -1.8880 0.8798 -2.8128
H 0.4793 2.1644 -2.8287
C 5.0072 -4.9583 1.3624
C 3.7862 -4.8847 0.4518
C 3.8203 -5.9041 -0.7061
O 4.6820 -5.5396 -1.7793
C 6.0461 -5.8729 -1.5799
N 3.6408 -3.5090 -0.0440
H 5.8982 -4.5229 0.9060
H 4.8230 -4.4043 2.2876
H 5.2316 -5.9931 1.6353
H 2.9105 -5.1206 1.0671
H 2.8159 -5.9519 -1.1414
H 4.0518 -6.9138 -0.3478
H 6.1655 -6.8067 -1.0236
H 6.5630 -5.0567 -1.0709
H 6.5117 -5.9954 -2.5595
H 2.7767 -3.4463 -0.5805
H 4.3681 -3.3626 -0.7460
C -6.6767 4.5864 1.4105
C -5.5195 3.9227 0.6724
C -5.9684 2.8364 -0.3278
O -6.3318 1.5985 0.2765
C -7.6621 1.5498 0.7693
N -4.5676 3.3896 1.6563
H -7.1041 3.9456 2.1841
H -6.3342 5.4977 1.9087
H -7.4746 4.8676 0.7177
H -5.0135 4.7055 0.0961
H -5.1156 2.6048 -0.9773
H -6.7686 3.1981 -0.9836
H -8.3538 2.1230 0.1463
H -7.6947 1.9042 1.8013
H -7.9851 0.5071 0.7704
H -3.7565 3.0250 1.1593
H -4.9906 2.5554 2.0669


3.
78
Properties=species:S:1:pos:R:3 method="wB97M-V/def2-TZVPD" total_energy_ha=-4368.40635 smiles="O=C1NCC[C@@H]1CCCO.O=S1(=O)OCCO1.O=S1(=O)OCCO1.O=S1(=O)OCCO1.O=S1(=O)OCCO1.O=S1(=O)OCCO1" gap_ev=9.577 total_charge=0
O -0.0436 0.6618 2.0162
C 0.1646 1.7957 1.9027
N -0.1770 2.8375 2.8647
C -0.5221 4.0135 2.0542
C -0.3512 3.5597 0.5678
C 0.7771 2.5552 0.7456
C 1.3139 1.8027 -0.4442
C 1.7235 2.7318 -1.5826
C 2.8780 3.6809 -1.2279
O 2.5710 5.0483 -1.4780
H 0.7327 3.0026 3.2922
H 0.2034 4.8125 2.1802
H -1.5006 4.3910 2.2934
H -1.2848 3.0223 0.3785
H -0.2517 4.3369 -0.1693
H 1.6025 3.1563 1.1309
H 0.6050 1.0712 -0.8120
H 2.2076 1.2479 -0.1799
H 2.0559 2.1241 -2.4075
H 0.8700 3.3154 -1.9098
H 3.1874 3.5809 -0.1892
H 3.7471 3.4458 -1.8235
H 1.6170 5.1730 -1.4427
O 1.3840 -1.5292 -4.4433
S 0.4210 -0.8680 -3.6344
O 0.4124 0.5421 -3.4899
O 0.4597 -1.5367 -2.1818
C -0.8451 -2.0319 -1.8305
C -1.4810 -2.3813 -3.1578
O -1.0423 -1.3433 -4.0608
H -1.3880 -1.2349 -1.3203
H -0.7585 -2.8900 -1.1707
H -2.5581 -2.4039 -3.1094
H -1.1121 -3.3373 -3.5359
O -5.8764 -1.6910 -0.9047
S -4.5915 -2.0450 -0.4350
O -3.6130 -2.6182 -1.2857
O -4.7572 -2.9636 0.8650
C -4.0668 -2.3745 1.9773
C -4.1061 -0.8852 1.7079
O -3.9225 -0.7800 0.2892
H -3.0423 -2.7522 1.9854
H -4.5612 -2.6440 2.9065
H -3.3215 -0.3430 2.2291
H -5.0785 -0.4571 1.9612
O -4.6073 -5.0778 -2.2045
S -3.3434 -5.7081 -2.1795
O -2.3421 -5.3747 -1.2344
O -2.7130 -5.6279 -3.6554
C -2.4367 -6.9449 -4.1491
C -3.4631 -7.8276 -3.4711
O -3.5675 -7.2967 -2.1441
H -1.4200 -7.2169 -3.8579
H -2.5216 -6.9620 -5.2323
H -3.1604 -8.8702 -3.4345
H -4.4405 -7.7471 -3.9519
O 1.9474 3.8324 4.7555
S 1.6520 4.5253 5.9570
O 2.1112 5.8400 6.1925
O 2.0696 3.5835 7.1838
C 0.9357 3.3396 8.0263
C -0.2552 3.4185 7.0937
O 0.0693 4.4879 6.1971
H 0.8994 4.1191 8.7901
H 1.0286 2.3674 8.5028
H -1.1831 3.6357 7.6151
H -0.3699 2.5030 6.5089
O 5.4917 1.7295 -0.6105
S 6.0811 0.8340 -1.5368
O 7.4832 0.6936 -1.6586
O 5.4486 1.1266 -2.9823
C 4.8273 -0.0585 -3.5027
C 4.3840 -0.8175 -2.2729
O 5.4402 -0.6191 -1.3233
H 5.5703 -0.6190 -4.0740
H 3.9954 0.2064 -4.1503
H 4.2431 -1.8778 -2.4614
H 3.4651 -0.3953 -1.8568


4.
54
Properties=species:S:1:pos:R:3 method="wB97M-V/def2-TZVPD" total_energy_ha=-1270.45239 gap_ev=6.226 total_charge=0 de_lowest_ev=1.9234
C 1.9015 -3.1098 -2.9490
C 0.6104 -2.2668 -3.1669
C 0.1552 -1.5725 -2.0286
C -1.0858 -0.9424 -2.1632
N -1.5160 -0.1527 -0.9416
C -1.6996 -1.1977 0.1721
C -2.8001 -0.5302 1.1538
C -3.5477 0.7145 0.4653
C -2.9247 0.5664 -0.8713
C -0.4871 0.8951 -0.5070
H 1.8427 -4.0374 -2.2261
H 2.6239 -2.7480 -2.3834
H 2.2112 -3.7091 -3.8797
H -0.0202 -2.9124 -3.5359
H 0.8372 -1.6119 -3.7917
H 0.8787 -0.7154 -1.9457
H 0.4468 -2.0264 -1.2301
H -1.6553 -1.6848 -2.7358
H -1.0598 -0.1482 -2.9517
H -0.6968 -1.4310 0.8350
H -2.2752 -1.9803 -0.2168
H -2.2921 -0.1805 1.9904
H -3.3670 -1.2214 1.6754
H -3.2551 1.5922 0.8890
H -4.6080 0.8049 0.6019
H -2.8127 1.6132 -1.2283
H -3.6438 0.1744 -1.5273
H -0.8898 1.5864 0.2774
H -0.1658 1.2742 -1.3896
H 0.3139 0.5375 -0.2156
O -0.0376 1.6605 2.3990
H -0.6278 1.1785 2.7874
C -0.5747 5.6820 2.6291
S -1.2575 4.2871 1.6555
O -2.7817 4.4681 1.9483
C -0.9756 4.9042 0.0407
H 0.3831 5.6413 2.2647
H -0.4937 5.3108 3.5672
H -0.8340 6.7771 2.6305
H -1.5070 4.2932 -0.6947
H 0.2596 4.7985 -0.2800
H -1.1697 5.9484 -0.1708
C 2.2901 -1.3189 1.4995
C 3.9393 -1.2864 1.3975
C 4.5778 -2.4373 1.1394
C 3.9855 -3.7225 0.9529
C 2.5585 -3.8165 1.1411
C 1.7309 -2.6107 1.4541
H 1.6026 -0.4230 1.6464
H 4.5901 -0.4173 1.5138
H 5.6356 -2.4548 1.2611
H 4.7407 -4.4594 0.7016
H 2.2394 -4.7451 1.0104
H 0.7070 -2.8376 1.3298